{
  "formula": "C31H39N6O",
  "method": "the ωB97M-V functional and the def2-TZVPD basis",
  "symbols": ["C", "N", "C", "O", "C", "C", "C", "C", "N", "C", "C", "C", "C", "C", "C", "N", "C", "C", "C", "C", "C", "C", "C", "C", "C", "C", "C", "C", "H", "H", "H", "H", "H", "H", "H", "H", "H", "H", "H", "H", "H", "H", "H", "H", "H", "H", "H", "H", "H", "H", "H", "H", "H", "H", "C", "C", "N", "C", "N", "C", "C", "C", "C", "N", "H", "H", "H", "H", "H", "H", "H", "H", "H", "H", "H", "H", "H"],
  "xyz": [[0.575, 4.404, 2.882], [0.312, 3.015, 2.585], [1.299, 2.176, 2.157], [2.467, 2.496, 1.936], [0.672, 0.796, 1.983], [1.337, -0.269, 2.875], [2.746, -0.519, 2.469], [3.254, -0.906, 1.231], [4.633, -0.874, 1.286], [5.044, -0.489, 2.556], [6.321, -0.302, 3.069], [6.427, 0.139, 4.397], [5.275, 0.424, 5.157], [3.991, 0.250, 4.626], [3.874, -0.249, 3.327], [-0.735, 1.044, 2.294], [-1.624, 0.042, 2.164], [-2.974, 0.166, 2.466], [-3.966, -0.799, 2.321], [-5.317, -0.530, 2.756], [-6.298, -1.560, 2.759], [-7.614, -1.311, 3.150], [-8.001, -0.028, 3.564], [-7.058, 1.004, 3.602], [-5.741, 0.766, 3.215], [-1.014, 2.436, 2.715], [-1.492, 2.567, 4.172], [-2.009, 3.204, 1.830], [1.637, 4.614, 2.728], [-0.023, 5.054, 2.228], [0.306, 4.625, 3.924], [0.779, 0.489, 0.925], [1.344, 0.085, 3.919], [0.733, -1.192, 2.844], [2.718, -1.163, 0.325], [5.260, -1.107, 0.527], [7.178, -0.511, 2.436], [7.412, 0.266, 4.849], [5.385, 0.781, 6.181], [3.080, 0.483, 5.180], [-1.207, -0.911, 1.814], [-3.281, 1.135, 2.869], [-3.728, -1.780, 1.883], [-5.977, -2.565, 2.463], [-8.341, -2.123, 3.137], [-9.029, 0.174, 3.857], [-7.338, 2.004, 3.936], [-5.029, 1.593, 3.277], [-0.736, 2.178, 4.867], [-1.661, 3.631, 4.394], [-2.432, 2.031, 4.330], [-1.631, 3.287, 0.802], [-2.987, 2.718, 1.813], [-2.138, 4.216, 2.241], [-1.961, -5.736, 1.797], [-1.924, -4.267, 1.450], [-3.239, -3.721, 1.153], [-3.921, -4.513, 0.339], [-3.657, -5.834, 0.107], [-2.503, -6.518, 0.636], [-4.548, -6.735, -0.599], [-5.409, -6.016, -1.605], [-6.011, -4.762, -1.024], [-5.001, -3.997, -0.329], [-0.975, -6.130, 2.056], [-2.633, -5.888, 2.647], [-1.499, -3.699, 2.287], [-1.251, -4.144, 0.573], [-1.752, -6.611, -0.166], [-2.821, -7.520, 0.936], [-3.917, -7.486, -1.096], [-5.192, -7.257, 0.139], [-4.814, -5.786, -2.496], [-6.212, -6.702, -1.893], [-6.441, -4.138, -1.813], [-6.806, -5.047, -0.316], [-5.125, -3.002, -0.205]],
  "forces_ev_per_a": [[-0.2675, 0.4286, 0.1563], [0.5217, -0.2286, -0.1372], [1.4109, 0.6506, -0.4478], [-1.9136, -0.6632, 0.4131], [0.6951, 0.0061, -0.4871], [-0.3162, -0.0847, 0.1798], [0.8246, -0.2439, -0.8651], [-0.2086, 0.4783, 1.3187], [0.0256, -0.0784, 0.1906], [-0.7218, 0.0610, -0.0288], [0.0729, 0.0948, 0.6143], [-0.1599, -0.2131, -0.6534], [-0.5573, -0.0569, -0.0892], [0.5785, -0.1124, 0.0816], [0.3184, 0.0370, -0.7660], [-1.4768, -1.8077, -0.2600], [1.3577, 1.0175, -0.0122], [-1.6358, 0.0749, 0.2514], [1.1617, 0.8418, 0.2817], [-1.3841, 0.6790, 0.5169], [0.5703, 0.2348, -0.1337], [0.0769, 0.2211, 0.0680], [0.3574, -0.2871, -0.2001], [0.4961, -0.1525, -0.1384], [0.0029, -0.6847, -0.1671], [-0.1418, 0.9137, 0.5155], [0.1850, -0.3069, 0.2308], [0.1032, -0.1668, -0.4546], [-0.2640, -0.2105, -0.0044], [0.2391, -0.0781, 0.1148], [0.1754, 0.0119, -0.2246], [-0.1107, 0.1865, 0.4225], [-0.1874, -0.1306, -0.3088], [0.1096, 0.2667, 0.0392], [0.2545, 0.0103, 0.1325], [-0.2892, 0.0494, 0.2414], [0.0780, 0.0993, 0.2734], [-0.3053, -0.0013, -0.1772], [0.0038, -0.0699, -0.2983], [0.4028, -0.0177, 0.1289], [-0.1756, 0.3458, 0.0531], [0.2004, -0.6909, -0.2076], [-0.0451, 0.0110, 0.1311], [-0.2100, 0.3241, 0.0399], [0.2092, 0.2404, 0.0141], [0.2104, -0.1232, -0.0565], [0.0157, -0.3102, -0.0897], [-0.3511, -0.2693, -0.0883], [-0.2314, 0.0537, -0.1789], [0.0542, -0.4189, -0.0574], [0.1983, 0.1680, 0.1114], [-0.1314, -0.0554, 0.2237], [0.1476, 0.1901, -0.0713], [0.0520, -0.3737, -0.1647], [0.1698, -0.4922, 0.6021], [0.3688, 0.3557, 0.0182], [-0.3985, -0.7965, -1.4639], [0.0000, 0.2712, 0.6793], [-0.1831, 0.1853, -0.3878], [0.2680, 0.2639, -0.0899], [-0.2966, 0.0101, 0.2049], [-0.0478, -0.3700, -0.6092], [-0.2942, -0.0348, 0.4797], [0.3703, 0.4471, 0.2069], [-0.0459, 0.1521, 0.1040], [0.1451, 0.0702, 0.0792], [0.0482, -0.0587, -0.1261], [-0.1405, 0.1185, 0.3735], [-0.0989, -0.1349, 0.1994], [0.1649, 0.0229, 0.0403], [-0.2871, 0.1253, 0.0881], [0.2787, 0.0627, -0.2454], [-0.0979, 0.0555, 0.1089], [0.0940, 0.1754, -0.1814], [-0.0129, -0.1119, 0.1726], [-0.0388, 0.0954, -0.2499], [0.0091, -0.2719, 0.0204]],
  "charge": 1,
  "e_tot_ha": -1608.24875,
  "relative_energy_kcal_mol": 0.0
}

=====

{
  "formula": "C31H39N7O2PRuS5Sb",
  "method": "the ωB97M-V functional and the def2-TZVPD basis",
  "symbols": ["Ru", "N", "C", "C", "C", "C", "C", "C", "S", "O", "O", "N", "C", "N", "C", "C", "C", "N", "H", "H", "H", "H", "H", "H", "H", "H", "H", "S", "Sb", "S", "S", "S", "C", "C", "C", "P", "C", "C", "C", "C", "C", "C", "H", "H", "H", "H", "H", "H", "H", "H", "H", "H", "H", "H", "H", "H", "H", "H", "H", "H", "H", "H", "H", "N", "C", "C", "C", "C", "C", "C", "N", "C", "C", "C", "C", "N", "C", "C", "H", "H", "H", "H", "H", "H", "H", "H", "H"],
  "xyz": [[-0.684, -0.686, -1.320], [6.530, -0.955, 4.510], [5.272, -0.972, 3.989], [4.914, -0.050, 3.009], [3.564, 0.134, 2.709], [2.608, -0.662, 3.295], [2.947, -1.696, 4.201], [4.287, -1.889, 4.478], [0.918, -0.255, 2.998], [0.165, -0.865, 4.039], [0.840, 1.184, 2.879], [0.661, -0.865, 1.512], [0.152, -2.079, 1.298], [0.386, -3.095, 2.161], [-0.364, -4.182, 2.063], [-1.377, -4.331, 1.116], [-1.375, -3.363, 0.110], [-0.640, -2.226, 0.180], [7.279, -0.445, 4.044], [6.784, -1.674, 5.190], [5.665, 0.644, 2.629], [3.220, 0.905, 1.987], [2.165, -2.324, 4.644], [4.638, -2.699, 5.083], [-0.075, -4.946, 2.785], [-2.184, -5.050, 1.248], [-1.986, -3.490, -0.776], [-1.751, -1.025, -5.813], [-2.082, 0.111, -3.896], [-2.514, -1.535, -2.197], [-0.343, 1.291, -2.896], [-4.115, 1.217, -4.007], [2.225, 0.810, -4.718], [1.538, -0.552, -4.528], [2.183, -1.510, -5.547], [1.111, -1.231, -2.715], [2.819, -0.829, -1.965], [3.429, -1.810, -1.016], [2.668, 0.502, -1.175], [1.000, -3.058, -3.255], [1.410, -3.976, -2.119], [-0.334, -3.616, -3.799], [1.923, 1.186, -5.726], [3.308, 0.664, -4.816], [1.968, 1.531, -3.930], [0.491, -0.415, -4.898], [3.018, -2.072, -5.096], [2.630, -0.895, -6.339], [1.453, -2.163, -6.013], [3.486, -0.673, -2.852], [2.749, -2.230, -0.245], [4.200, -1.233, -0.446], [3.993, -2.623, -1.467], [2.023, 0.253, -0.311], [2.201, 1.306, -1.742], [3.647, 0.810, -0.840], [1.769, -3.138, -4.060], [0.978, -3.665, -1.157], [2.505, -3.950, -1.951], [1.108, -5.007, -2.303], [-0.941, -3.928, -2.911], [-0.126, -4.545, -4.337], [-0.887, -2.873, -4.413], [-5.315, 3.519, 2.233], [-5.757, 4.833, 2.426], [-7.004, 5.392, 2.460], [-7.089, 6.760, 2.723], [-5.903, 7.505, 2.949], [-4.655, 6.950, 2.766], [-4.569, 5.585, 2.572], [-3.450, 4.753, 2.492], [-3.939, 3.563, 2.127], [-3.128, 2.484, 1.632], [-3.744, 1.318, 1.152], [-3.010, 0.413, 0.435], [-1.660, 0.645, 0.154], [-1.074, 1.678, 0.715], [-1.740, 2.662, 1.484], [-5.876, 2.684, 2.124], [-7.942, 4.854, 2.272], [-8.061, 7.212, 2.753], [-5.955, 8.566, 3.235], [-3.714, 7.525, 2.756], [-4.779, 1.103, 1.381], [-3.437, -0.539, 0.106], [0.002, 1.838, 0.495], [-1.257, 3.499, 2.000]],
  "forces_ev_per_a": [[1.2875, 0.6218, 0.7460], [1.3736, -0.5201, 0.6723], [-1.3286, -0.4691, -0.3484], [-0.3866, 0.5475, 0.2745], [0.2924, 0.2413, -0.8129], [-0.2877, -0.2758, 1.0642], [0.0987, 0.3939, -0.7527], [0.5732, 1.0734, -0.4281], [0.9315, -0.4332, -1.7741], [-0.9578, -0.5694, 0.8352], [0.0884, -0.1066, -0.1318], [-0.4712, 0.7544, 0.0166], [-0.4423, 0.2764, 0.6947], [-0.0491, -0.5191, -0.3686], [0.4319, 0.5729, 0.2987], [-0.0900, 0.4679, 0.0328], [0.4187, 0.4314, 0.8528], [0.0924, -2.4330, 1.3634], [-0.5502, -0.4747, 0.3121], [-0.0202, 0.5703, -0.6454], [-0.1641, -0.2039, -0.0225], [0.4312, -0.5347, 0.6540], [0.3443, 0.3140, -0.3266], [-0.0313, -0.3195, 0.5190], [-0.4790, -0.1126, -0.1035], [0.5122, -0.1705, -0.5100], [-0.0663, 0.1468, 0.0744], [-0.3937, 0.4118, -0.5055], [0.7714, -0.6370, 0.5026], [-2.3532, -0.7240, -1.4764], [-1.2662, 2.0927, -0.6196], [-0.6648, 0.5633, -0.2120], [0.0296, -0.0880, -0.1320], [-1.9106, 0.1484, -0.2017], [0.5398, 0.3072, 0.5566], [2.4270, -1.0791, -2.3875], [-0.3367, 0.4434, -1.0770], [1.1667, -0.1426, 1.5492], [-0.8458, -0.8163, -0.3374], [1.1453, -0.3457, -0.3301], [1.1556, 0.1087, 0.8822], [-0.3871, 0.8526, 0.8134], [-0.0100, -0.0068, 0.8498], [0.0151, 0.1583, 0.4135], [0.2947, -0.1131, -0.5435], [0.9706, -0.0745, 0.2143], [-0.2251, -0.0314, -0.2860], [-0.1448, -0.1446, 0.0194], [-0.0024, -0.3401, 0.0800], [-0.3791, -0.1383, 0.7573], [0.1948, 0.3430, -0.5437], [-0.4343, -0.5013, -0.1521], [-0.2342, -0.1266, -0.2498], [0.3085, 0.3788, -0.1100], [0.0389, -0.0179, -0.0210], [0.3210, 0.2067, 0.2036], [-0.6809, -0.1580, 0.7165], [-0.1089, -0.1349, -0.2660], [-0.6190, -0.2361, -0.1698], [-0.0004, -0.0674, -0.0768], [0.1524, 0.4670, -0.7988], [0.0570, 0.2019, -0.2346], [0.2436, -0.8651, 0.3486], [0.1543, 0.3688, -0.6391], [1.1914, -1.1191, 0.1446], [-1.4529, 0.7751, -0.0007], [1.2430, -0.4280, 0.3144], [-0.7219, 0.7005, -0.3110], [0.9320, 0.3000, 0.3120], [-0.0706, -1.2123, 0.1754], [-0.9834, -0.5602, -1.5729], [-0.2471, 2.1155, 2.0172], [1.1577, -0.3912, -0.3643], [0.4092, -0.0648, 0.0381], [1.7455, 0.1532, 0.1153], [-2.4315, -0.1788, 0.8293], [0.8473, 1.5818, 0.2101], [-1.1384, -0.9899, 0.0263], [0.0670, 0.4348, -0.1437], [0.5706, -0.0569, 0.0912], [-0.2050, 0.3046, 0.1247], [-0.1577, -0.4777, -0.3845], [-0.6921, -0.1581, 0.3546], [-0.0569, -0.0105, -0.1951], [0.3293, 0.5247, -0.1079], [-0.8435, -0.3885, 0.2197], [-0.0331, -0.3882, -0.6156]],
  "charge": -1,
  "e_tot_ha": -4405.89441,
  "relative_energy_kcal_mol": 65.1,
  "multiplicity": 6
}